#w
DFT (ωB97M-V/def2-TZVPD) results for a single C2H2N4O molecule.

Its HOMO-LUMO gap is 10.461 eV. The structure (SMILES) is O=Cc1nnn[nH]1. Its lowest unoccupied orbital energy is -0.7 eV. Its charge is 0.

Last column: Löwdin charge in e.
CARTESIAN COORDINATES (ANGSTROEM)
O (1.15862, -1.07769, -1.73222)  0.047
C (1.23405, -0.10760, -0.98787)  -0.173
C (0.12808, 0.19002, -0.05068)  -0.292
N (0.08479, 1.31462, 0.63682)  0.077
N (-1.05834, 1.22792, 1.40225)  -0.019
N (-1.59972, 0.06881, 1.23566)  -0.018
N (-0.94207, -0.61311, 0.33929)  0.090
H (2.13517, 0.55023, -0.93912)  0.135
H (-1.14058, -1.55318, 0.09586)  0.152

#x
DFT (ωB97M-V/def2-TZVPD) results for a single C2H2N4O molecule.

Its HOMO-LUMO gap is 7.683 eV. The structure (SMILES) is N#C/N=C(\N)N=O. Its lowest unoccupied orbital energy is -2.5 eV. Its charge is 0.

Last column: Löwdin charge in e.
CARTESIAN COORDINATES (ANGSTROEM)
N (-1.26135, 0.53282, 3.51709)  0.127
C (-0.31523, 0.25301, 2.91467)  -0.369
N (0.73460, 0.02373, 2.17816)  0.117
C (0.90175, -0.28590, 0.92108)  -0.371
N (0.13849, -0.12894, -0.15662)  0.170
N (2.31512, -0.77894, 0.51636)  0.094
O (2.50084, -1.23543, -0.67230)  -0.017
H (0.63962, -0.41916, -1.03113)  0.116
H (-0.83087, 0.18947, -0.14757)  0.134

Relative energies in kJ/mol: #w 0.0; #x 187.6

#w
DFT (ωB97M-V/def2-TZVPD) results for 2 unconnected molecules or ions with the total composition C5H10ClN4.

Its HOMO-LUMO gap (alpha / beta) is 7.165 / 7.174 eV. Its lowest unoccupied orbital energy (alpha / beta) is -4.0 / -4.0 eV. Its charge is +1.

Last column: Löwdin charge in e.
CARTESIAN COORDINATES (ANGSTROEM)
C (-2.21340, 0.06145, -1.33799)  -0.114
C (-1.13520, 0.91194, -1.63580)  -0.077
C (-2.38702, 0.75640, 1.02264)  -0.298
C (-2.39248, -0.57147, -0.05696)  -0.680
C (-0.06883, 1.05936, -0.78464)  -0.098
N (-1.33328, 1.28528, 1.26488)  0.083
N (1.62688, 1.67422, 0.76938)  0.030
N (1.05498, 1.26337, -0.38169)  -0.007
N (2.02611, -1.11368, 1.37496)  0.332
Cl (-1.08141, -1.58370, 0.39190)  0.724
H (-3.08629, 0.31265, -1.89859)  0.115
H (-1.25348, 1.59824, -2.45403)  0.117
H (-3.50252, 0.64097, 1.32476)  0.143
H (-3.31710, -1.15825, 0.10326)  0.106
H (1.18576, 2.49771, 1.20303)  0.126
H (2.58807, 1.73150, 0.55092)  0.087
H (2.29127, -1.92576, 1.89799)  0.153
H (1.96200, -0.21629, 1.89500)  0.147
H (1.08367, -1.31279, 1.09126)  0.015
H (2.52117, -1.14632, 0.57629)  0.093

#x
DFT (ωB97M-V/def2-TZVPD) results for a gas-phase ion, C5H10ClN4 (charge +1).

Its HOMO-LUMO gap is 8.469 eV. The structure (SMILES) is C[C@]1(N)[NH+]=CN=C(Cl)[C@@H]1N. Its lowest unoccupied orbital energy is -5.2 eV. Its charge is +1.

Last column: Löwdin charge in e.
CARTESIAN COORDINATES (ANGSTROEM)
C (1.47698, 0.60497, 0.04290)  0.035
C (0.07246, -0.06972, 0.49535)  -0.491
N (-0.02484, -0.31811, 1.84908)  0.108
N (-0.03494, -1.43320, -0.21517)  0.183
C (-1.11868, -2.00504, -0.56785)  -0.048
N (-2.34794, -1.41369, -0.33136)  0.079
C (-2.38418, -0.21091, 0.02704)  -0.716
Cl (-3.91481, 0.49127, 0.24186)  0.835
C (-1.15826, 0.71774, 0.06946)  -0.290
N (-1.12830, 1.13970, -1.39169)  0.071
H (2.26887, -0.12657, -0.18062)  0.081
H (1.96694, 1.12950, 0.90861)  0.101
H (1.21833, 1.26162, -0.81784)  0.083
H (0.57235, 0.05958, 2.59234)  0.131
H (-0.72528, -1.00420, 2.09894)  0.110
H (0.88273, -1.83448, -0.38149)  0.169
H (-1.16757, -2.98939, -1.06759)  0.171
H (-1.32494, 1.57400, 0.74632)  0.160
H (-1.43361, 0.27890, -1.90537)  0.097
H (-1.81508, 1.93605, -1.59012)  0.130

Relative energies in kJ/mol: #w 423.0; #x 0.0

#w
DFT (ωB97M-V/def2-TZVPD) results for a gas-phase ion, C3H2IN2 (charge +1).

Its HOMO-LUMO gap (alpha / beta) is 6.635 / 6.635 eV. Its lowest unoccupied orbital energy (alpha / beta) is -9.0 / -9.0 eV. Its charge is +1.

Last column: Löwdin charge in e.
CARTESIAN COORDINATES (ANGSTROEM)
C (0.45392, -0.31596, -2.13330)  -0.297
C (-0.82677, 0.10589, 0.27606)  -0.465
C (0.56625, 0.17522, 0.03195)  -0.202
N (-0.29443, -0.44000, -3.02508)  0.284
N (1.14544, -0.14353, -1.10291)  0.178
I (-1.59840, 0.42866, 2.15384)  1.214
H (-1.76775, -0.17992, -0.42105)  0.129
H (1.31164, 0.51570, 0.83456)  0.158

#x
DFT (ωB97M-V/def2-TZVPD) results for a gas-phase ion, C3H2IN2 (charge +1).

Its HOMO-LUMO gap (alpha / beta) is 7.527 / 7.526 eV. Its lowest unoccupied orbital energy (alpha / beta) is -8.3 / -8.3 eV. Its charge is +1.

Last column: Löwdin charge in e.
CARTESIAN COORDINATES (ANGSTROEM)
C (-0.20259, 2.07697, 0.06951)  -0.234
C (0.69195, -0.11436, -0.20695)  -0.483
C (-0.35238, 0.02322, 0.76401)  -0.181
N (0.65571, 2.46085, -0.60665)  0.233
N (-0.84429, 1.16599, 0.81921)  0.147
I (2.64276, -0.49213, 0.00658)  1.328
H (0.38129, 0.28917, -1.10276)  0.031
H (-0.85402, -0.76280, 1.33310)  0.159

#y
DFT (ωB97M-V/def2-TZVPD) results for a molecular structure, C3H2IN2.

Its HOMO-LUMO gap is 6.771 eV. Its lowest unoccupied orbital energy is -8.0 eV. Its charge is +1.

Last column: Löwdin charge in e.
CARTESIAN COORDINATES (ANGSTROEM)
C (-0.08698, -2.29980, -0.08130)  0.010
C (-0.30585, -0.56240, 0.80995)  -0.023
C (0.71420, -0.48326, -0.34252)  -0.748
N (-0.75384, -1.75684, 0.84506)  0.213
N (0.69678, -1.88334, -0.87955)  0.147
I (2.71411, 0.00883, 0.00269)  1.060
H (-0.50780, 0.34302, 1.34270)  0.143
H (0.25377, 0.16805, -1.27956)  0.198

Relative energies in kJ/mol: #w 0.0; #x 14.9; #y 68.7